# C3H6N2O3

A structure of composition C3H6N2O3 (wB97M-V/def2-TZVPD, OMol25).

Atoms and positions in Å:
C: 1.6091 -1.3530 0.0575
C: -0.7195 0.0428 -0.1786
C: 1.0318 0.0219 0.0144
N: -1.3149 -0.4213 0.9691
O: -0.4525 1.8052 0.0665
O: -1.2052 2.6019 -0.7955
N: 1.4753 1.1433 -0.0079
O: -1.0694 -0.2256 -1.3082
H: -1.1190 2.1332 -1.6490
H: -2.2427 -0.8019 0.8431
H: -1.1782 0.1377 1.7977
H: 1.2721 -1.8881 -0.8319
H: 2.6962 -1.3255 0.0893
H: 1.2170 -1.8706 0.9334

The HOMO energy (alpha / beta) comes out at -9.31 / -9.31 eV.

natural (NBO) atomic charge list, values in e, 2 entries: atom 1 (C): -0.65, atom 2 (C): 0.75